[1]
Molecular formula: C31H30FN2S2
Method: DFT, wB97M-V/def2-TZVPD

As for the LUMO energy: -5.99 eV. The HOMO energy comes out at -11.0 eV. As for the total energy: -59993.6680 eV. The multiplicity is 1. Its total charge is +1.

```
66
C31H30FN2S2 wB97M-V/def2-TZVPD
C -0.470 -4.133 -4.471
C -1.074 -2.971 -5.000
C -1.299 -1.873 -4.180
C -1.115 -2.030 -2.785
C -1.966 -1.288 -1.876
S -2.714 -2.203 -0.608
C -4.473 -1.742 -0.921
C -4.576 -0.770 -2.073
S -2.952 0.063 -2.354
C -0.247 -3.055 -2.313
C 0.019 -4.133 -3.148
H -0.363 -5.011 -5.105
H -1.355 -2.922 -6.056
H -1.645 -0.916 -4.570
H -5.008 -2.669 -1.137
H -4.889 -1.289 -0.012
H -4.843 -1.288 -3.003
H -5.331 -0.010 -1.850
H 0.234 -2.965 -1.334
H 0.618 -4.974 -2.779
F 0.836 -1.702 1.126
C 0.997 -0.310 1.468
C 0.946 -0.229 3.010
C 0.946 -1.373 3.814
C 0.797 -1.260 5.198
C 0.696 0.003 5.790
C 0.780 1.156 5.005
C 0.864 1.028 3.610
C 2.305 0.174 0.833
C 3.370 0.672 1.588
C 4.545 1.094 0.949
C 4.646 1.044 -0.439
C 3.576 0.550 -1.193
C 2.445 0.048 -0.554
C -0.244 0.373 0.804
C -1.582 -0.043 1.466
C -2.273 1.235 1.930
C -1.578 2.349 1.145
N -0.215 1.857 0.833
C 0.390 2.474 -0.303
C -0.027 2.124 -1.595
C 0.779 2.488 -2.677
N 1.885 3.181 -2.481
C 2.214 3.674 -1.298
C 1.458 3.370 -0.157
H 1.052 -2.361 3.369
H 0.753 -2.171 5.798
H 0.540 0.081 6.864
H 0.771 2.152 5.459
H 0.870 1.895 2.949
H 3.275 0.742 2.673
H 5.390 1.449 1.547
H 5.547 1.403 -0.941
H 3.630 0.536 -2.285
H 1.646 -0.422 -1.136
H -0.258 0.047 -0.259
H -2.182 -0.540 0.666
H -1.449 -0.804 2.244
H -3.352 1.224 1.719
H -2.147 1.367 3.013
H -2.124 2.517 0.200
H -1.499 3.300 1.686
H -0.928 1.536 -1.760
H 0.529 2.206 -3.706
H 3.109 4.300 -1.219
H 1.722 3.746 0.824
```

[2]
Molecular formula: C4H6CsMgO2
Method: DFT, wB97M-V/def2-TZVPD

As for the LUMO energy (spin up / spin down): -0.82 / -0.85 eV. The HOMO energy (spin up / spin down) comes out at -5.6 / -5.2 eV. As for the total energy: -14323.9375 eV. The multiplicity is 2. Its energy above the lowest of the compared OMol25 structures with the same formula, charge and spin is 2.556 eV.

```
14
C4H6CsMgO2 wB97M-V/def2-TZVPD
O -1.973 1.045 1.098
C -1.072 1.812 0.499
C 0.261 1.676 1.006
Mg -2.181 0.172 -1.729
Cs -2.009 -2.726 1.803
H 0.299 1.224 2.018
H 1.014 2.402 0.683
C 0.348 -1.310 -0.689
C 0.976 -0.251 0.029
O -0.330 -0.952 -1.895
H 1.032 -2.128 -0.952
H 1.370 -0.259 1.047
H 1.992 -0.141 -0.375
H 0.273 -0.566 -2.543
```

[3]
Molecular formula: C46H42Br2N7OPt
Method: DFT, wB97M-V/def2-TZVPD

As for the LUMO energy (spin up / spin down): -4.28 / -6.48 eV. The HOMO energy (spin up / spin down) comes out at -7.7 / -10.3 eV. As for the total energy: -204185.6919 eV. The multiplicity is 5. Its total charge is +1. Its energy above the lowest of the compared OMol25 structures with the same formula, charge and spin is 0.000 eV.

```
99
C46H42Br2N7OPt wB97M-V/def2-TZVPD
Pt 12.076 14.762 11.740
C 10.742 15.000 15.767
C 11.692 15.878 16.329
C 12.832 16.163 15.647
C 13.069 15.516 14.399
N 12.041 14.859 13.743
C 10.942 14.577 14.451
N 14.380 15.518 13.977
C 14.784 14.866 12.919
N 14.024 14.569 11.800
C 14.820 14.214 10.793
N 14.454 14.038 9.542
C 13.214 14.090 9.037
C 13.171 13.814 7.635
C 11.969 13.801 6.991
C 10.790 14.071 7.730
C 10.912 14.354 9.080
N 12.084 14.436 9.728
C 16.157 14.103 11.272
C 17.331 13.712 10.689
C 18.515 13.856 11.426
C 18.465 14.297 12.743
C 17.287 14.681 13.345
C 16.162 14.636 12.591
H 9.876 14.665 16.326
H 11.491 16.352 17.310
H 13.644 16.774 16.040
H 10.169 13.969 13.924
H 14.180 13.726 7.197
H 11.896 13.469 5.948
H 9.822 14.152 7.231
H 9.996 14.564 9.690
H 17.227 13.237 9.695
H 19.450 13.493 11.008
H 19.365 14.365 13.392
H 17.258 14.986 14.392
C 13.799 18.010 11.373
C 12.311 18.142 11.469
C 11.801 19.457 11.479
C 10.445 19.633 11.735
C 9.603 18.474 11.913
C 8.147 18.564 11.848
Br 7.302 20.227 11.431
C 7.388 17.403 11.854
C 7.997 16.153 11.990
Br 6.898 14.662 12.114
C 9.427 16.015 11.920
O 9.991 14.842 11.738
C 10.206 17.210 11.854
N 11.554 17.073 11.701
H 14.313 18.992 11.218
H 14.090 17.252 10.588
H 14.156 17.641 12.366
H 12.520 20.249 11.331
H 9.960 20.605 11.901
H 6.315 17.469 11.811
C 7.683 11.159 10.059
C 8.583 10.045 10.483
C 8.522 8.752 9.922
C 9.379 7.718 10.416
C 9.288 6.359 9.729
C 10.188 7.960 11.508
C 10.480 9.294 11.959
C 9.549 10.327 11.425
N 11.381 9.846 12.703
C 12.648 9.079 13.036
C 13.552 10.220 13.519
C 14.940 9.693 13.955
C 15.597 9.008 12.780
C 14.696 7.868 12.284
C 14.452 6.836 13.412
C 13.818 7.534 14.603
C 14.717 8.625 15.065
C 12.423 8.027 14.161
C 13.336 8.439 11.814
H 6.642 10.840 9.976
H 7.980 11.587 9.053
H 7.717 12.008 10.710
H 7.785 8.459 9.176
H 9.810 6.354 8.730
H 8.192 6.135 9.507
H 9.654 5.500 10.353
H 10.746 7.077 11.901
H 9.695 11.331 11.844
H 13.118 10.840 14.351
H 13.654 10.947 12.694
H 15.537 10.507 14.353
H 16.580 8.565 13.003
H 15.740 9.716 11.912
H 15.154 7.358 11.447
H 15.414 6.338 13.630
H 13.769 6.077 12.963
H 13.681 6.759 15.387
H 15.702 8.233 15.399
H 14.302 9.152 15.986
H 11.805 8.514 14.964
H 11.850 7.179 13.790
H 12.714 7.655 11.365
H 13.462 9.237 11.091
```

[4]
Molecular formula: C12H24CrF2N3O16S2
Method: DFT, wB97M-V/def2-TZVPD

As for the LUMO energy (spin up / spin down): 2.07 / 2.07 eV. The HOMO energy (spin up / spin down) comes out at -5.8 / -6.1 eV. As for the total energy: -105586.6469 eV. The multiplicity is 5. Its total charge is -1.

```
60
C12H24CrF2N3O16S2 wB97M-V/def2-TZVPD
Cr 1.147 0.503 0.003
N 2.120 0.547 -1.750
S 3.469 1.174 -2.252
O 3.343 2.114 -3.367
O 4.648 0.335 -2.216
F 3.678 2.155 -1.025
S 1.576 -0.008 -3.220
O 2.507 -0.527 -4.169
O 0.414 0.716 -3.671
F 0.924 -1.371 -2.637
N 0.353 3.854 0.384
O 0.565 2.622 0.187
O 1.254 4.689 0.168
O -0.737 4.261 0.872
N 3.669 0.052 2.088
O 2.790 0.684 1.425
O 4.847 0.404 2.130
O 3.292 -0.985 2.679
O -0.132 0.399 1.803
C -0.566 0.397 2.929
O -1.709 0.986 3.271
C -2.436 1.702 2.237
C -3.826 1.125 2.087
C 0.188 -0.218 4.069
H -1.780 1.768 1.366
H -2.373 2.740 2.569
H -3.667 0.045 2.135
H -4.301 1.224 1.109
H -4.491 1.610 2.797
H 1.070 0.399 4.225
H 0.502 -1.229 3.817
H -0.493 -0.328 4.912
O -0.898 0.164 -0.797
C -2.085 0.168 -1.001
O -2.786 1.229 -1.340
C -2.174 2.428 -1.897
C -3.199 3.183 -2.720
C -2.974 -1.021 -0.768
H -1.140 2.337 -2.229
H -1.983 3.047 -1.011
H -4.074 3.480 -2.148
H -3.531 2.455 -3.469
H -2.783 4.019 -3.276
H -4.003 -0.685 -0.663
H -2.608 -1.537 0.115
H -2.962 -1.591 -1.699
O 1.040 -1.714 0.297
C 0.971 -2.861 0.696
O 1.850 -3.781 0.442
C 2.838 -3.661 -0.576
C 2.394 -4.121 -1.961
C -0.177 -3.326 1.551
H 3.673 -4.263 -0.217
H 3.288 -2.668 -0.615
H 3.087 -3.982 -2.789
H 1.479 -3.624 -2.288
H 2.167 -5.190 -1.962
H 0.079 -4.211 2.135
H -1.027 -3.541 0.908
H -0.308 -2.575 2.327
```

[5]
Molecular formula: C4H9ClSi2
Method: DFT, wB97M-V/def2-TZVPD

As for the LUMO energy: -0.83 eV. The HOMO energy comes out at -8.5 eV. As for the total energy: -32567.8519 eV. The multiplicity is 1. Its energy above the lowest of the compared OMol25 structures with the same formula, charge and spin is 2.396 eV.

```
16
C4H9ClSi2 wB97M-V/def2-TZVPD
C 1.628 2.126 0.080
C 0.432 -1.961 1.241
C 1.715 0.935 -0.526
C 1.152 -1.462 0.242
Si -2.611 0.169 -0.947
Si 0.495 -0.261 -1.165
Cl -1.723 0.778 0.866
H 2.360 2.781 0.539
H 0.506 2.324 0.333
H 0.779 -2.524 2.085
H -0.696 -1.570 1.306
H 2.705 0.390 -0.713
H 2.216 -1.718 0.124
H -4.077 0.224 -0.474
H -2.465 1.026 -2.233
H -2.416 -1.255 -0.758
```

[6]
Molecular formula: C34H42N3O19
Method: DFT, wB97M-V/def2-TZVPD

As for the LUMO energy: -3.49 eV. The HOMO energy comes out at -11.3 eV. As for the total energy: -79300.0658 eV. The multiplicity is 1. Its total charge is +1.

```
98
C34H42N3O19 wB97M-V/def2-TZVPD
C 4.531 1.719 3.152
C 5.555 0.858 2.401
O 5.094 0.445 1.118
C 5.304 1.410 0.118
C 4.224 1.271 -0.968
O 3.698 -0.072 -0.937
C 2.462 -0.437 -0.830
N 2.209 -1.735 -0.671
C 0.837 -1.948 -0.564
C 0.207 -3.290 -0.334
C 1.209 -4.290 0.269
C -0.420 -3.928 -1.602
C -0.754 -3.019 -2.782
C 0.260 -0.729 -0.657
C -1.216 -0.433 -0.589
O -1.505 0.802 0.025
C -2.717 0.789 0.794
O -3.540 1.844 0.491
C -3.099 3.140 0.855
C -2.600 3.997 -0.337
O -2.657 3.269 -1.555
N 1.298 0.234 -0.824
C 1.140 1.683 -0.982
O 1.633 2.370 0.139
N 0.562 2.567 1.173
O 0.953 2.258 2.201
H 4.958 2.659 3.504
H 4.119 1.189 4.011
H 3.695 1.951 2.482
H 6.509 1.393 2.297
H 5.776 -0.062 2.946
H 5.209 2.419 0.544
H 6.307 1.331 -0.317
H 4.675 1.396 -1.954
H 3.479 2.041 -0.846
H 2.952 -2.413 -0.625
H -0.562 -3.140 0.433
H 1.437 -4.077 1.316
H 0.779 -5.293 0.219
H 2.135 -4.340 -0.313
H 0.212 -4.754 -1.945
H -1.364 -4.375 -1.279
H 0.137 -2.612 -3.271
H -1.278 -3.610 -3.539
H -1.439 -2.212 -2.505
H -1.652 -0.445 -1.597
H -1.662 -1.255 -0.016
H -3.292 -0.104 0.529
H -2.438 0.779 1.858
H -2.314 3.082 1.618
H -3.952 3.640 1.321
H -1.578 4.338 -0.141
H -3.232 4.890 -0.409
H -1.989 3.618 -2.150
H 1.730 2.009 -1.841
H 0.088 1.894 -1.164
C 7.169 6.445 -1.214
C 6.056 5.702 -1.207
C 5.769 4.660 -2.267
O 4.728 4.026 -2.132
C 6.706 4.472 -3.339
C 7.824 5.220 -3.357
C 8.129 6.249 -2.281
O 9.178 6.848 -2.396
O 8.750 5.135 -4.285
O 5.109 5.794 -0.284
H 7.383 7.188 -0.459
H 6.484 3.738 -4.101
H 9.445 5.784 -4.050
H 4.419 5.151 -0.537
C -4.304 -6.916 -1.070
C -5.116 -7.548 -0.204
C -6.136 -6.808 0.647
O -6.817 -7.491 1.385
C -6.230 -5.364 0.534
C -5.424 -4.750 -0.337
C -4.416 -5.489 -1.186
O -3.741 -4.766 -1.906
O -5.382 -3.441 -0.568
O -5.109 -8.849 -0.004
H -3.573 -7.435 -1.674
H -6.945 -4.843 1.155
H -4.715 -3.337 -1.280
H -5.797 -9.033 0.667
C -4.441 -0.729 3.609
C -4.540 0.597 3.781
C -5.372 1.474 2.866
O -5.387 2.662 3.131
C -6.066 0.859 1.758
C -5.967 -0.468 1.581
C -5.154 -1.347 2.512
O -5.143 -2.542 2.273
O -6.550 -1.112 0.589
O -3.937 1.269 4.746
H -3.856 -1.361 4.262
H -6.644 1.493 1.100
H -6.296 -2.056 0.637
H -4.203 2.204 4.632
```